Entry 1:
Entry from the Open Molecules 2025 dataset: a cluster of 4 separate species, C26H36Br2N3O6S in total (wB97M-V/def2-TZVPD).

Computed properties:
Relative energy (zero: lowest compared OMol25 entry of this formula, charge and spin) (kcal per mole): 143.0
HOMO (eV): -11.7764
Lowest unoccupied orbital energy (eV): -5.022
Total charge: +1

```
74
Properties=species:S:1:pos:R:3:forces:R:3:mulliken_charge:R:1
C -4.725046 -0.641312 -0.978185 0.753 -3.591 -0.246 -0.67
C -4.138323 -1.979333 -1.168139 -1.347 3.780 0.282 -0.13
C -2.934717 -2.315694 -2.259383 -0.727 0.479 0.756 -0.87
C -1.557758 -1.574630 -1.831237 3.159 3.330 -0.290 0.64
C -0.349244 -2.145273 -0.934902 0.067 -0.205 -0.074 0.49
C -0.556536 -3.705007 -0.396300 0.711 1.057 1.981 -0.41
Br -0.468878 -5.041154 -1.928268 -0.279 1.214 1.127 -0.09
C -1.901675 -3.885741 0.524890 -0.853 -1.352 -0.600 -0.09
C -1.791404 -5.158558 1.583513 0.143 -0.109 -0.899 -1.10
N 0.910633 -1.557010 -0.494833 -3.847 -0.609 -2.038 -0.79
N 1.190415 -0.307589 -0.920440 -4.771 0.314 -2.548 0.39
C 0.244660 0.406262 -1.789570 -0.465 1.733 -0.812 0.36
C 0.744060 1.912057 -2.279963 -0.426 -0.946 -0.217 -0.65
C 1.828776 1.851984 -3.503711 0.129 2.502 -0.502 -0.11
C 1.305996 2.642558 -4.865002 0.212 -0.742 0.037 -0.97
Br 2.334419 0.007454 -4.085587 -0.181 0.968 0.499 -0.14
C -1.198182 -0.042052 -2.340071 2.118 -4.186 2.743 0.23
N -2.124027 0.786263 -3.202575 1.720 -3.429 -4.465 -0.55
C -2.181764 0.313611 -4.470174 1.938 -1.628 2.000 0.27
S -1.974560 -0.586986 -5.908933 -1.080 3.483 4.736 -0.01
H -4.254201 0.369200 -1.307058 -0.909 -2.172 0.190 0.20
H -5.797245 -0.595225 -0.480798 2.682 -0.046 -0.699 0.25
H -4.585293 -2.854480 -0.539508 0.792 1.633 -1.680 0.27
H -3.309452 -1.942719 -3.315236 1.057 -0.522 2.245 0.28
H -2.887789 -3.473632 -2.321996 0.517 2.147 0.196 0.25
H 0.340505 -4.032012 0.304904 -1.638 1.062 -1.781 0.44
H -2.759021 -4.205272 -0.227363 1.609 0.893 1.682 0.04
H -2.231684 -2.921285 1.086528 0.910 -1.538 -1.168 0.38
H -0.789614 -5.177320 2.172738 -1.808 0.246 -0.968 0.31
H -1.830633 -6.140575 0.942352 0.053 1.841 1.330 0.25
H -2.695974 -5.155698 2.319125 1.730 0.083 -1.406 0.34
H 2.111322 0.128285 -0.637643 -1.461 -0.703 -0.494 0.33
H 1.208187 2.496587 -1.388675 -0.971 -1.105 -1.451 0.21
H -0.192172 2.484951 -2.693726 1.724 -1.192 1.052 0.38
H 2.777738 2.456057 -3.144760 -1.707 -1.745 -0.752 0.39
H 2.157733 2.592091 -5.684671 -1.815 0.060 1.787 0.35
H 1.077817 3.768053 -4.645781 0.322 -2.187 -0.251 0.34
H 0.356491 2.073128 -5.276561 1.874 1.314 0.795 0.22
O 0.592933 5.614640 0.855254 -0.183 -1.928 0.414 -0.60
C 0.199569 4.581674 1.360954 0.299 2.216 -0.818 0.44
O 0.599483 3.335733 0.972157 0.265 0.389 -0.271 -0.31
C -0.140720 2.356006 1.702051 -0.107 -0.640 0.093 -0.36
C -0.622988 3.064253 2.942159 -0.298 -0.338 0.812 -0.35
C -0.818232 4.480535 2.458274 0.027 -0.219 0.446 -0.25
H -0.967505 2.004778 1.075751 -0.003 0.018 -0.011 0.18
H 0.506884 1.508246 1.941958 0.038 0.143 -0.193 0.35
H -1.525194 2.619131 3.368634 0.175 -0.004 -0.032 0.36
H 0.159623 3.043069 3.709466 -0.166 -0.064 -0.086 0.13
H -1.815109 4.632609 2.035897 0.091 0.168 0.029 0.30
H -0.618143 5.206148 3.249080 -0.165 0.129 -0.352 0.09
O -2.275485 3.501808 6.630648 1.670 0.624 -0.165 -0.60
C -1.313413 4.233481 6.763421 -1.612 -1.144 0.146 0.53
O -0.021805 3.853356 6.539363 -0.709 -0.219 -0.203 -0.38
C 0.851691 4.925773 6.896595 0.749 0.175 0.110 -0.38
C 0.001540 6.168929 6.835907 0.192 0.830 -0.042 -0.47
C -1.360379 5.656462 7.236244 0.081 0.460 -0.206 -0.36
H 1.242058 4.737868 7.901987 -0.034 -0.013 -0.087 0.30
H 1.688319 4.968825 6.194093 -0.132 -0.248 0.102 0.30
H 0.371256 6.974827 7.474510 0.032 -0.134 -0.118 0.33
H -0.035196 6.543379 5.806147 0.056 -0.013 0.142 0.21
H -1.496891 5.667993 8.320892 -0.153 -0.038 -0.099 0.28
H -2.159453 6.210277 6.739542 -0.113 -0.266 0.316 0.26
O 6.230861 -5.747948 -2.295373 -1.865 -0.098 -0.394 -0.57
C 5.136495 -5.679137 -2.820003 2.042 -0.330 0.749 0.47
O 4.032168 -6.351407 -2.383716 0.554 0.236 0.139 -0.36
C 2.954807 -6.125906 -3.293403 -0.609 -0.283 -0.071 -0.03
C 3.301621 -4.846686 -4.011611 -0.464 0.533 -0.486 -0.28
C 4.809743 -4.891337 -4.054253 -0.282 0.453 -0.151 -0.39
H 2.888395 -6.980284 -3.974809 0.022 0.049 0.043 0.28
H 2.016362 -6.041148 -2.739005 0.314 -0.191 0.051 -0.09
H 2.837737 -4.767327 -4.997891 -0.016 -0.054 0.140 0.35
H 2.976508 -3.986261 -3.414789 -0.021 -0.101 -0.057 0.06
H 5.176384 -5.432291 -4.930692 0.121 0.091 0.098 0.26
H 5.242516 -3.890055 -4.008441 0.270 -0.325 -0.086 0.28
```
Forces are in eV/Å.

Entry 2:
Entry from the Open Molecules 2025 dataset: a structure of composition C12H13Br4N2O5Pt (wB97M-V/def2-TZVPD).

Computed properties:
Expectation value of S²: 2.0066
Relative energy (zero: lowest compared OMol25 entry of this formula, charge and spin) (kcal per mole): 8.5
2S+1: 3
HOMO (spin up / spin down) (eV): -4.2419 / -4.3508
Lowest unoccupied orbital energy (spin up / spin down) (eV): 2.333 / 2.315
Total charge: -1

```
37
Properties=species:S:1:pos:R:3:forces:R:3:mulliken_spin:R:1
Pt -0.639826 1.049342 0.218583 0.162 0.019 0.659 1.50
N -2.466673 -0.311085 0.587670 0.402 0.281 -0.174 0.12
C -3.810677 0.243017 0.426226 -0.121 -0.003 -0.146 -0.01
C -3.907207 1.003923 -0.890352 0.245 0.235 0.060 0.01
C -3.275384 2.406363 -0.805560 -0.504 -0.169 -0.107 0.00
O -4.010957 3.372986 -0.982887 0.208 -0.055 -0.013 0.02
O -2.016462 2.487140 -0.560644 0.428 -0.058 0.201 0.10
H -2.284307 -1.019866 -0.112325 -0.001 -0.099 0.037 -0.01
H -2.285123 -0.672567 1.516091 0.051 -0.018 0.021 -0.01
H -4.015655 0.914352 1.261085 0.046 -0.030 0.042 0.00
H -4.563596 -0.554461 0.443987 0.009 0.024 0.062 0.01
H -4.948616 1.143401 -1.171898 -0.016 -0.038 0.000 0.00
H -3.389697 0.438605 -1.670298 -0.052 -0.041 -0.011 0.00
Br 5.670451 1.108516 3.495342 -0.005 0.015 -0.048 0.00
C 3.818454 0.955282 3.133639 -0.106 -0.051 0.190 0.00
C 2.915595 0.756561 4.170375 0.142 0.051 -0.123 0.01
Br 3.511035 0.692379 5.965825 -0.027 -0.016 0.000 0.00
C 1.557492 0.609799 3.874367 -0.118 -0.096 -0.030 0.03
Br 0.282700 0.244108 5.227588 -0.014 0.012 -0.028 0.00
C 1.067563 0.667674 2.568044 0.253 -0.008 0.080 0.01
O -0.175775 0.427333 2.265572 -0.282 0.265 -0.380 0.14
C 1.986629 0.964938 1.506364 0.148 -0.107 0.371 -0.03
O 1.534095 1.090758 0.290887 -0.813 -0.129 -0.374 0.09
C 3.343659 1.038547 1.820581 0.047 0.056 -0.127 0.02
Br 4.532661 1.247626 0.358676 -0.046 0.032 -0.035 0.00
C 1.557131 -2.137920 -3.875218 -0.060 -0.053 -0.012 0.00
N 0.822599 -1.581355 -2.762840 0.148 -0.046 0.176 0.00
C 1.355275 -1.863004 -1.439561 -0.077 0.063 0.016 0.01
C -0.307874 -0.884438 -2.949468 -0.400 0.223 -0.029 0.00
O -1.034564 -0.395674 -2.092522 0.330 -0.466 -0.318 0.01
H 1.643677 -3.221002 -3.755831 0.019 -0.008 -0.052 0.00
H 2.563694 -1.717393 -3.924644 -0.010 0.021 -0.001 0.00
H 1.038458 -1.931942 -4.810787 0.015 0.022 0.021 0.00
H 1.150686 -2.898929 -1.153607 0.014 0.003 -0.033 0.00
H 0.910434 -1.188572 -0.718236 -0.067 0.110 0.104 -0.01
H 2.432014 -1.695584 -1.434590 0.007 0.020 -0.012 0.00
H -0.561909 -0.788851 -4.019639 0.045 0.039 0.012 0.00
```
Forces are in eV/Å.